Entry 1:
# C19H24N2O5S2

A single C19H24N2O5S2 molecule (ωB97M-V/def2-TZVPD, OMol25).

ΔE to the lowest compared entry with this formula, charge and spin (kcal per mole): 55.1
SMILES: CCOc1ccc(C(=O)N2CCN(S(=O)(=O)c3cccs3)CC2)c(OCC)c1
Gap between HOMO and LUMO (eV): 8.75
Max |F| (Eh/bohr): 0.0191

XYZ file:
```
52
C19H24N2O5S2 ωB97M-V/def2-TZVPD
C 1.74 -1.53 -6.74
C 2.37 -0.30 -6.09
O 2.98 -0.60 -4.85
C 2.22 -0.81 -3.75
C 2.91 -1.21 -2.60
C 2.22 -1.43 -1.43
C 0.84 -1.27 -1.34
C 0.22 -1.66 -0.04
O -0.44 -2.67 0.10
N 0.55 -0.87 1.02
C 1.12 0.45 0.95
C 0.07 1.49 1.36
N -0.42 1.17 2.68
S -1.41 2.38 3.33
O -2.78 2.15 2.97
O -0.81 3.63 3.02
C -1.22 2.06 5.05
C -0.14 2.35 5.83
C -0.32 1.96 7.17
C -1.53 1.38 7.38
S -2.48 1.31 5.94
C -1.03 -0.14 2.74
C 0.01 -1.19 2.33
C 0.14 -0.86 -2.49
O -1.18 -0.60 -2.60
C -2.07 -0.78 -1.52
C -3.43 -0.24 -1.95
C 0.85 -0.64 -3.67
H 1.33 -1.25 -7.71
H 0.94 -1.93 -6.13
H 2.49 -2.30 -6.88
H 3.19 0.07 -6.71
H 1.63 0.50 -5.97
H 3.98 -1.35 -2.66
H 2.76 -1.75 -0.55
H 1.46 0.65 -0.07
H 1.97 0.51 1.63
H 0.50 2.49 1.40
H -0.75 1.49 0.63
H 0.74 2.84 5.44
H 0.42 2.10 7.94
H -1.93 0.99 8.29
H -1.36 -0.32 3.76
H -1.90 -0.20 2.07
H -0.44 -2.18 2.28
H 0.83 -1.18 3.06
H -1.71 -0.22 -0.64
H -2.14 -1.84 -1.25
H -4.14 -0.35 -1.15
H -3.78 -0.79 -2.82
H -3.35 0.81 -2.22
H 0.26 -0.32 -4.52
```

---

Entry 2:
# C4H8NOS

A 2-piece molecular cluster, C4H8NOS overall at a distorted geometry (ωB97M-V/def2-TZVPD, OMol25).

ΔE to the lowest compared entry with this formula, charge and spin (kcal per mole): 86.2
Gap between HOMO and LUMO (alpha / beta) (eV): 7.14 / 7.14
Net charge: +1
Max |F| (Eh/bohr): 0.0847

XYZ file:
```
15
C4H8NOS ωB97M-V/def2-TZVPD
C 0.18 1.25 -0.33
C 0.47 1.07 1.17
C 0.04 -0.19 -0.52
C 0.45 -1.07 -1.62
N 0.55 -0.45 0.92
O -0.05 2.25 -1.00
S -2.46 -0.48 0.38
H 1.37 1.50 1.66
H -0.47 1.17 1.68
H 0.19 -0.60 -2.61
H -0.19 -2.01 -1.58
H 1.52 -1.50 -1.46
H 1.49 -0.86 1.14
H -0.18 -0.84 1.62
H -2.89 0.76 0.56
```

---

Entry 3:
# C50H55INO25Si

A 6-piece molecular cluster, C50H55INO25Si overall at a distorted geometry (ωB97M-V/def2-TZVPD, OMol25).

Gap between HOMO and LUMO (eV): 7.38
Net charge: +1
Max |F| (Eh/bohr): 0.1634

XYZ file:
```
133
C50H55INO25Si ωB97M-V/def2-TZVPD
C 4.52 7.15 1.17
C 3.38 8.03 1.96
C 1.93 7.24 1.74
O 1.12 7.21 2.80
O 1.64 6.69 0.40
C 1.02 5.36 0.47
C 2.08 4.10 0.40
N 1.26 2.85 0.02
C 0.72 1.92 1.13
C 0.93 2.24 2.76
C 2.50 1.78 3.14
O 2.98 0.98 2.00
Si 4.74 0.94 1.91
C 5.22 1.87 0.25
C 5.66 1.73 3.41
C 5.27 -0.92 1.79
C -0.16 0.55 0.84
C -0.45 0.14 -0.72
I -1.61 -1.68 -1.09
C 0.14 1.16 -1.90
C -0.17 0.69 -3.44
O 0.96 -0.23 -3.82
O 0.56 -1.47 -3.83
C 0.99 2.54 -1.47
C 1.48 3.50 -2.71
C 0.19 4.19 -3.52
C 2.52 2.72 -3.77
C 4.02 3.45 -3.73
H 5.62 7.43 1.47
H 4.33 6.01 1.45
H 4.32 7.30 0.01
H 3.31 9.10 1.45
H 3.62 8.23 3.09
H 0.32 5.27 -0.50
H 0.31 5.18 1.38
H 2.59 4.02 1.44
H 2.98 4.28 -0.37
H 0.86 3.41 2.85
H 0.14 1.71 3.44
H 2.43 1.16 4.15
H 3.09 2.81 3.28
H 6.37 2.07 0.18
H 4.63 2.90 0.29
H 4.80 1.25 -0.68
H 5.47 2.90 3.35
H 6.83 1.56 3.30
H 5.24 1.40 4.46
H 5.30 -1.46 2.83
H 6.36 -0.97 1.36
H 4.56 -1.51 1.03
H -0.57 -0.10 1.72
H -1.16 0.07 -3.58
H -0.18 1.53 -4.24
H 1.21 -1.93 -3.18
H 2.11 4.45 -2.36
H -0.82 3.96 -2.95
H 0.33 5.35 -3.68
H 0.12 3.71 -4.61
H 2.69 1.65 -3.30
H 2.12 2.71 -4.87
H 4.19 4.18 -4.63
H 4.79 2.55 -3.89
H 4.28 3.90 -2.68
C -7.20 -1.52 0.26
C -5.90 -1.35 0.54
C -5.22 -2.15 1.59
O -4.03 -1.98 1.81
C -6.03 -3.12 2.34
C -7.33 -3.29 2.07
C -8.00 -2.51 0.99
O -9.18 -2.70 0.75
O -8.09 -4.21 2.77
O -5.14 -0.41 -0.15
H -7.70 -0.94 -0.51
H -5.53 -3.69 3.12
H -8.99 -4.15 2.38
H -4.24 -0.48 0.24
C -5.41 4.29 -3.99
C -6.61 3.73 -3.80
C -6.76 2.52 -2.93
O -7.88 2.04 -2.75
C -5.55 1.95 -2.33
C -4.36 2.51 -2.53
C -4.21 3.73 -3.37
O -3.10 4.23 -3.52
O -3.22 1.97 -1.96
O -7.75 4.25 -4.38
H -5.29 5.16 -4.62
H -5.68 1.06 -1.72
H -2.48 2.56 -2.25
H -8.48 3.67 -4.09
C 0.65 -6.37 -1.72
C 1.33 -5.43 -1.06
C 1.55 -5.53 0.41
O 2.19 -4.66 0.99
C 0.98 -6.68 1.12
C 0.30 -7.62 0.46
C 0.10 -7.54 -1.01
O -0.51 -8.43 -1.60
O -0.25 -8.71 1.12
O 1.85 -4.33 -1.71
H 0.49 -6.31 -2.79
H 1.13 -6.73 2.19
H -0.69 -9.24 0.42
H 2.30 -3.80 -1.01
C -4.74 -2.84 -3.17
C -5.87 -2.67 -3.85
C -6.41 -3.74 -4.74
O -7.46 -3.56 -5.34
C -5.63 -4.98 -4.87
C -4.49 -5.15 -4.19
C -3.97 -4.09 -3.28
O -2.94 -4.27 -2.65
O -3.75 -6.31 -4.30
O -6.60 -1.50 -3.76
H -4.34 -2.07 -2.52
H -6.02 -5.74 -5.53
H -2.98 -6.19 -3.71
H -7.38 -1.62 -4.34
C 5.57 -1.87 6.82
C 5.92 -2.69 7.81
C 5.71 -4.16 7.71
O 6.06 -4.89 8.63
C 5.06 -4.68 6.50
C 4.71 -3.86 5.51
C 4.95 -2.39 5.60
O 4.63 -1.66 4.66
O 4.10 -4.34 4.36
O 6.51 -2.20 8.97
H 5.72 -0.80 6.88
H 4.89 -5.75 6.44
H 3.94 -3.55 3.80
H 6.67 -2.99 9.53
```

---

Entry 4:
# CH4NO2Si

An isolated ion of composition CH4NO2Si and charge -1 at a distorted geometry (ωB97M-V/def2-TZVPD, OMol25).

ΔE to the lowest compared entry with this formula, charge and spin (kcal per mole): 10.9
SMILES: N[SiH2]C(=O)[O-]
Gap between HOMO and LUMO (eV): 7.60
Net charge: -1
Max |F| (Eh/bohr): 0.0584

XYZ file:
```
9
CH4NO2Si ωB97M-V/def2-TZVPD
N -1.33 0.72 -0.03
Si -0.22 -0.66 -0.11
C 1.70 0.04 0.10
O 2.46 -0.89 0.16
O 1.97 1.27 0.19
H -2.28 0.77 -0.40
H -1.12 1.76 0.09
H -0.68 -1.49 -1.21
H -0.51 -1.52 1.21
```

---

Entry 5:
# C25H42Cl3CrN4O3Si

C25H42Cl3CrN4O3Si as an isolated structure at a distorted geometry (ωB97M-V/def2-TZVPD, OMol25).

ΔE to the lowest compared entry with this formula, charge and spin (kcal per mole): 37.5
Spin multiplicity: 5
Gap between HOMO and LUMO (alpha / beta) (eV): 5.47 / 6.97
Net charge: -1
Expectation value of S²: 6.013
Max |F| (Eh/bohr): 0.0889

XYZ file:
```
79
C25H42Cl3CrN4O3Si ωB97M-V/def2-TZVPD
C 2.31 -2.57 -1.17
C 2.14 -1.65 -2.31
H 1.58 -3.38 -1.22
H 2.21 -2.05 -0.21
H 3.32 -3.02 -1.18
C 2.38 -2.10 -3.57
C 2.53 -3.54 -3.94
H 2.59 -1.41 -4.38
H 1.84 -4.17 -3.36
H 3.55 -3.91 -3.79
H 2.28 -3.67 -5.00
Cr 1.55 0.80 0.90
Cl 3.01 -0.75 1.50
Cl 3.05 2.19 -0.06
C 0.59 3.67 1.12
O 0.23 2.46 1.14
N -0.29 4.69 1.14
C -1.70 4.41 1.35
C 0.12 6.02 0.73
H 1.64 3.98 1.06
H -1.84 3.86 2.29
H -2.11 3.82 0.52
H -2.21 5.37 1.41
H 0.97 6.37 1.33
H -0.73 6.70 0.86
H 0.42 6.04 -0.32
H -0.31 -5.52 3.75
H -0.85 -4.04 1.04
C -1.38 -5.65 3.52
C -1.80 -4.49 1.36
N -1.92 -4.51 2.80
H -1.91 -5.77 4.46
C -2.23 -3.36 3.47
O -2.45 -2.29 2.91
H -2.62 -3.90 0.94
H -2.28 -3.51 4.56
H -1.52 -6.55 2.90
H -1.84 -5.53 1.02
O 0.96 0.09 -0.87
C 1.84 -0.17 -2.00
C 0.71 0.13 -4.33
C 1.53 0.61 -3.30
H 0.33 -0.89 -4.29
C 0.39 0.95 -5.43
H 2.77 0.25 -1.59
C 2.12 1.88 -3.45
H -0.31 0.58 -6.18
C 0.93 2.24 -5.53
C 1.82 2.68 -4.55
H 2.76 2.23 -2.64
H 0.67 2.86 -6.38
H 2.30 3.66 -4.63
Si -1.16 -0.04 -1.77
Cl -1.10 -2.12 -2.18
C -2.26 0.06 -3.34
C -1.00 1.92 -2.03
C -1.97 0.15 -0.12
H -2.34 1.06 -3.77
H -3.24 -0.26 -2.97
H -1.97 -0.61 -4.16
H -1.86 -0.76 0.51
H -3.04 0.34 -0.29
H -1.52 1.00 0.42
H -0.64 2.16 -3.04
H -0.33 2.38 -1.29
H -2.02 2.30 -1.93
N -1.09 -0.03 6.73
C -0.50 0.10 5.53
C 0.91 0.09 5.38
C 1.44 0.27 4.11
N 0.69 0.44 2.98
C -0.65 0.40 3.15
C -1.29 0.25 4.37
H -0.57 -0.15 7.58
H -2.11 0.01 6.84
H 1.56 -0.05 6.25
H 2.52 0.23 3.97
H -1.26 0.46 2.25
H -2.37 0.22 4.40
```

---

Which of these has the lowest max |F|?
C19H24N2O5S2

---

Among the records above, which one has the highest max |F|?
C50H55INO25Si